# 1
Entry from OMol25: one molecule with the formula C4H8N2O2 (ωB97M-V/def2-TZVPD).

```
! RIJCOSX wB97M-V def2-TZVPD def2/J DEFGRID3
* xyz 0 1
O 1.964 -0.424 -0.926
O 0.275 -2.186 -0.006
N 1.266 0.260 1.164
N -0.914 1.735 -0.594
C 0.944 0.201 -0.188
C -1.385 -0.833 0.951
C 0.037 0.899 -1.052
C -0.194 -0.976 0.337
H -1.713 0.083 1.411
H 2.721 -0.427 -0.318
H 0.651 0.889 1.675
H -1.726 1.935 -1.156
H 1.003 -2.057 -0.640
H 0.108 0.716 -2.116
H -2.010 -1.706 1.064
H -1.027 1.891 0.394
*
```

Computed properties:
- orbital gap (spin up / spin down) (eV) = 7.54 / 6.62
- maximum force (hartree/bohr) = 0.0276
- relative energy (zero: lowest compared OMol25 entry of this formula, charge and spin) (kcal/mol) = 133.4

=====

# 2
Entry from OMol25: an isolated ion of composition C3H3ClNO and charge +1 (ωB97M-V/def2-TZVPD).

```
! RIJCOSX wB97M-V def2-TZVPD def2/J DEFGRID3
* xyz 1 1
Cl 3.384 -0.039 -0.013
O -2.286 0.911 0.042
N -1.976 -0.176 -0.259
C 0.581 0.496 -0.022
C 1.860 0.274 -0.113
C -0.617 -0.590 -0.048
H 0.004 1.383 0.216
H -0.409 -1.388 -0.766
H -0.540 -0.871 0.963
*
```

Computed properties:
- orbital gap (spin up / spin down) (eV) = 6.83 / 6.84
- maximum force (hartree/bohr) = 0.0764
- relative energy (zero: lowest compared OMol25 entry of this formula, charge and spin) (kcal/mol) = 83.8

=====

# 3
Entry from OMol25: a 7-piece molecular cluster, C5H23NO8 overall (ωB97M-V/def2-TZVPD).

```
! RIJCOSX wB97M-V def2-TZVPD def2/J DEFGRID3
* xyz 1 2
O 0.492 -3.100 -3.506
O 1.596 3.037 -2.916
O 1.018 -0.875 0.761
O 1.719 1.705 -0.808
O -1.776 1.947 2.420
O 0.954 2.557 2.542
O 0.629 -3.743 1.570
O 2.656 -2.770 -1.072
N -0.888 0.089 0.608
C -2.688 2.503 1.470
C -2.309 0.247 0.316
C -0.087 -0.907 0.174
C -2.546 1.770 0.118
C -0.450 -1.901 -0.947
H -3.677 2.128 1.743
H 0.342 -2.929 1.992
H 2.541 1.209 -0.927
H 0.621 -3.622 -2.703
H 1.135 2.663 1.590
H 2.336 -2.016 -0.523
H -0.791 -2.864 -0.629
H 2.555 -3.359 -0.298
H 0.888 1.625 2.776
H -0.953 2.418 2.660
H 1.667 2.106 -3.179
H 1.303 2.748 -1.992
H 0.478 -1.844 -1.507
H -0.634 0.627 1.437
H 1.130 1.112 -0.324
H -2.878 -0.299 1.083
H -1.180 -1.252 -1.438
H 1.398 -2.766 -3.613
H -0.167 -4.230 1.312
H -1.569 2.002 -0.434
H -2.485 3.567 1.332
H -3.379 2.063 -0.490
H -2.640 -0.322 -0.625
*
```

Computed properties:
- orbital gap (spin up / spin down) (eV) = 8.89 / 3.78
- maximum force (hartree/bohr) = 0.0778
- relative energy (zero: lowest compared OMol25 entry of this formula, charge and spin) (kcal/mol) = 77.8

=====

# 4
Entry from OMol25: C34H53BaF24NO17S4 as an isolated structure (ωB97M-V/def2-TZVPD).

```
! RIJCOSX wB97M-V def2-TZVPD def2/J DEFGRID3
* xyz 0 1
Ba 0.154 1.107 -3.555
S 1.912 4.669 -2.322
S -2.889 3.771 -3.204
S -4.869 -3.234 1.410
S -2.107 -2.182 -2.408
F 4.413 -4.650 0.465
F 3.559 -0.122 6.534
F -3.153 2.129 6.229
F 0.641 -3.235 2.400
F 2.211 2.086 5.280
F 4.659 -5.442 -1.525
F 7.082 0.622 0.913
F -3.348 4.391 3.410
F 1.935 -4.843 -0.939
F -0.928 2.772 3.595
F -4.992 3.289 6.524
F 7.091 -2.117 0.498
F 0.383 0.873 5.374
F -4.761 0.127 4.995
F -6.466 1.441 5.262
F 6.876 -0.993 -1.399
F 2.904 -3.690 -2.585
F -3.757 3.294 1.579
F 3.405 -2.236 4.422
F 2.424 -4.452 2.918
F -1.041 4.271 1.962
F 3.087 -1.818 2.316
F 5.104 0.783 -0.103
F 1.803 0.714 7.662
O -0.038 1.680 -0.902
O 1.287 5.932 -1.988
O -3.481 2.187 3.471
O -4.686 -4.242 0.396
O -3.489 -2.334 1.538
O 1.539 -1.169 3.807
O 5.228 -3.318 -1.136
O -1.304 -3.285 -3.293
O -3.918 3.039 -2.214
O 1.678 -0.611 -2.065
O 3.326 4.998 -3.035
O -3.641 4.534 -4.139
O 1.255 3.733 -3.184
O -2.000 2.732 -3.707
O -5.400 -3.525 2.724
O -1.574 -0.884 -2.785
O -3.512 -2.514 -2.487
N 0.572 -1.064 -5.395
C 4.343 -4.327 -0.848
C 1.674 -2.728 -7.318
C 1.755 -0.198 -0.730
C 4.167 5.978 -2.426
C -5.116 1.427 5.040
C -2.060 4.866 -2.065
C -4.546 1.308 -0.662
C 5.970 -0.058 0.532
C -1.924 -4.585 -3.348
C 1.185 -1.469 -7.665
C -0.777 -5.530 -3.657
C 2.438 3.824 -0.834
C 6.259 -1.350 -0.234
C -4.509 2.053 6.288
C -4.896 2.178 3.747
C 2.916 -3.926 -1.263
C 4.958 -2.073 -0.528
C 0.574 0.686 -0.124
C -1.547 3.126 2.458
C 1.619 -3.123 -5.998
C 2.198 0.056 6.533
C 2.059 0.149 3.961
C -3.155 -1.830 2.825
C 1.625 -3.426 3.303
C -1.909 -0.990 2.659
C 1.755 0.816 5.281
C -3.050 3.261 2.728
C -5.962 -1.922 0.804
C 0.675 -0.659 -6.665
C 1.026 -2.260 -5.071
C -1.502 -2.598 -0.757
C -3.404 2.006 -1.384
C 5.588 5.671 -2.794
C 2.462 -2.141 3.468
H 3.063 4.474 -0.229
H -5.607 -1.624 -0.185
H -1.408 5.535 -2.625
H -1.674 -0.455 3.583
H -1.629 -1.680 -0.189
H 0.338 0.332 -6.954
H 3.084 0.240 3.603
H -1.472 4.331 -1.320
H 3.814 6.985 -2.650
H 2.697 0.352 -0.539
H -2.068 -0.202 1.920
H -3.037 -2.586 3.604
H -6.947 -2.344 0.618
H -5.140 1.984 -0.047
H 6.317 6.409 -2.460
H -2.616 -4.601 -4.192
H -5.251 1.001 -1.445
H -5.353 1.678 2.894
H -5.251 3.204 3.820
H 1.528 3.623 -0.265
H 1.766 -0.950 6.636
H 5.918 4.672 -2.516
H 1.161 -3.748 4.240
H -2.915 1.263 -2.016
H -2.057 -3.460 -0.405
H 0.897 1.013 0.888
H 1.926 -1.085 -0.083
H -3.958 -1.181 3.188
H -1.010 -1.559 2.431
H -1.350 2.351 1.714
H 5.662 5.713 -3.887
H 1.247 -1.152 -8.697
H -2.448 -4.897 -2.446
H 4.326 -2.118 0.362
H -2.688 2.275 -0.602
H 1.039 -2.532 -4.021
H -0.281 0.032 0.153
H -2.837 5.463 -1.592
H 2.903 2.873 -1.082
H 4.102 5.915 -1.333
H 1.463 0.722 3.242
H -0.431 -2.780 -0.839
H 2.488 -3.063 -0.736
H -0.410 -5.495 -4.683
H 4.369 -1.436 -1.202
H 1.899 -4.108 -5.651
H -5.940 -1.075 1.482
H -1.029 -6.576 -3.466
H 0.068 -5.309 -3.001
H 2.174 -3.336 -8.061
H -4.719 1.397 7.140
H 5.450 -0.323 1.467
H -4.233 0.409 -0.137
*
```

Computed properties:
- orbital gap (eV) = 6.95
- maximum force (hartree/bohr) = 0.0478

=====

# 5
Entry from OMol25: one molecule with the formula C2H2O3S (ωB97M-V/def2-TZVPD).

```
! RIJCOSX wB97M-V def2-TZVPD def2/J DEFGRID3
* xyz 0 1
S -1.049 -0.035 0.003
O -1.178 -1.322 0.652
O -1.135 1.171 0.744
O -1.197 0.117 -1.392
C 1.102 0.380 -0.512
C 1.077 -0.337 0.471
H 1.087 -1.171 1.154
H 1.293 1.197 -1.121
*
```

Computed properties:
- orbital gap (eV) = 11.80
- maximum force (hartree/bohr) = 0.0569
- relative energy (zero: lowest compared OMol25 entry of this formula, charge and spin) (kcal/mol) = 105.9

=====

# 6
Entry from OMol25: C2H5N2Si as an isolated structure (ωB97M-V/def2-TZVPD).

```
! RIJCOSX wB97M-V def2-TZVPD def2/J DEFGRID3
* xyz 1 1
Si 1.367 0.204 0.123
N 0.613 -1.244 -0.034
N -1.344 0.293 0.147
C -0.300 1.288 0.048
C -1.189 -0.875 0.113
H -1.776 -1.830 -0.043
H 2.677 0.735 0.286
H 0.763 -2.286 0.002
H -0.193 1.436 -1.059
H -0.618 2.278 0.417
*
```

Computed properties:
- orbital gap (eV) = 9.84
- maximum force (hartree/bohr) = 0.0909
- relative energy (zero: lowest compared OMol25 entry of this formula, charge and spin) (kcal/mol) = 38.8

=====

# 7
Entry from OMol25: C13H21LuN2O2P as an isolated structure (ωB97M-V/def2-TZVPD).

```
! RIJCOSX wB97M-V def2-TZVPD def2/J DEFGRID3
* xyz 3 1
Lu -4.353 4.376 -2.487
P 0.427 -0.839 0.501
O -0.409 1.563 -1.221
O -2.568 0.923 -1.504
N 0.668 -3.103 -2.310
N 2.966 -3.396 1.046
C 3.008 -1.328 -0.508
C 1.225 -0.465 2.033
C -2.635 3.036 0.798
C 3.062 -2.454 0.381
C 0.024 0.549 -2.153
C 1.091 -2.206 -1.709
C 1.469 0.189 -1.839
C -2.177 3.104 -0.650
C 1.545 -1.086 -0.941
C 0.816 0.994 2.499
C -1.753 1.750 -1.179
C -0.932 -2.006 0.625
C -0.355 -3.401 0.989
H 3.598 -1.567 -1.385
H -1.587 -1.664 1.420
H -3.087 3.345 -1.259
H -2.954 4.012 1.129
H 2.298 -0.464 1.918
H -0.027 0.952 -3.149
H -1.513 -1.986 -0.290
H -0.263 1.073 2.509
H -0.072 -3.456 2.024
H 1.166 1.688 1.751
H 3.458 -0.450 -0.067
H 0.425 -3.752 0.336
H -1.209 -4.060 0.853
H 1.903 0.996 -1.261
H 1.991 0.020 -2.766
H 1.246 1.202 3.462
H 0.954 -1.201 2.783
H -0.592 -0.341 -2.110
H -1.823 2.696 1.416
H -1.440 3.875 -0.840
H -3.484 2.378 0.887
*
```

Computed properties:
- orbital gap (eV) = 2.01
- maximum force (hartree/bohr) = 0.0566

=====

# 8
Entry from OMol25: C5H8N2 as an isolated structure (ωB97M-V/def2-TZVPD).

```
! RIJCOSX wB97M-V def2-TZVPD def2/J DEFGRID3
* xyz 0 1
N 0.428 0.639 1.316
N -2.486 -0.123 -0.477
C -0.314 -1.134 0.131
C 1.966 -0.232 -0.158
C -0.699 1.153 0.638
C -1.245 -0.115 0.066
C 0.841 -0.493 0.654
H -2.949 0.770 -0.552
H 2.785 0.381 0.221
H -2.762 -0.837 -1.131
H -0.332 -2.092 -0.373
H 1.140 0.744 -0.802
H 2.264 -0.964 -0.905
H 1.128 1.327 1.557
H 0.210 1.289 -0.633
*
```

Computed properties:
- orbital gap (eV) = 8.52
- maximum force (hartree/bohr) = 0.0086
- relative energy (zero: lowest compared OMol25 entry of this formula, charge and spin) (kcal/mol) = 126.6